# 1
A single C19H17N5OS molecule, computed with wB97M-V/def2-TZVPD.

Geometry as XYZ:
```
43
Properties=species:S:1:pos:R:3:forces:R:3
C -2.632 -2.726 3.420 0.01 0.08 -0.01
C -1.806 -1.676 2.768 0.20 0.22 -0.21
N -2.133 -0.400 2.828 -0.74 -0.09 0.49
N -1.202 0.273 2.141 0.52 -0.61 -0.34
C -0.254 -0.571 1.654 -0.07 -0.23 0.32
C -0.617 -1.845 2.034 0.06 0.35 -0.14
H -0.096 -2.757 1.824 0.19 -0.17 -0.03
N 0.872 -0.150 0.953 -0.28 -0.35 -0.09
C 1.662 0.876 1.342 0.49 0.05 0.00
O 1.508 1.538 2.343 0.10 0.07 0.10
C 2.815 1.129 0.375 -0.14 0.11 -0.20
H 3.487 1.867 0.811 -0.07 -0.09 0.00
H 3.349 0.210 0.137 0.06 0.02 0.06
S 2.262 1.853 -1.204 0.08 0.25 0.13
C 1.833 0.417 -2.086 0.10 -0.10 0.22
N 1.706 -0.782 -1.583 0.21 0.26 0.09
C 1.367 -1.593 -2.641 -0.07 0.16 -0.78
C 1.110 -2.957 -2.677 0.02 0.13 -0.07
C 0.787 -3.509 -3.900 -0.03 -0.17 0.05
C 0.718 -2.737 -5.060 -0.01 0.04 -0.11
C 0.968 -1.378 -5.043 0.00 0.10 -0.07
C 1.292 -0.818 -3.820 -0.12 -0.72 0.25
N 1.597 0.466 -3.428 0.04 0.22 0.16
H 1.642 1.289 -4.004 0.03 -0.05 0.02
H 0.914 -0.781 -5.940 -0.02 0.02 -0.12
H 0.463 -3.214 -5.994 -0.02 -0.03 -0.08
H 0.581 -4.567 -3.965 -0.02 -0.09 -0.01
H 1.163 -3.552 -1.780 0.01 -0.08 0.11
H 1.146 -0.675 0.111 -0.05 0.21 0.20
C -1.309 1.661 1.968 -0.26 0.76 -0.09
C -1.019 2.247 0.742 -0.11 -0.19 0.07
C -1.123 3.618 0.598 0.02 0.05 0.02
C -1.537 4.402 1.662 0.01 0.13 -0.05
C -1.859 3.810 2.872 -0.01 0.01 -0.01
C -1.746 2.442 3.030 0.08 -0.18 -0.06
H -1.986 1.961 3.964 -0.01 -0.03 0.09
H -2.190 4.419 3.700 -0.03 0.04 0.07
H -1.613 5.472 1.545 -0.02 0.09 0.00
H -0.883 4.074 -0.351 0.01 0.03 -0.08
H -0.719 1.635 -0.097 0.01 -0.05 -0.02
H -2.975 -3.450 2.682 -0.06 -0.06 0.02
H -3.492 -2.264 3.896 -0.08 -0.03 0.05
H -2.048 -3.257 4.170 -0.04 -0.06 0.06
```
Positions in Å, forces in eV/Å.

Calculated values
Highest occupied orbital energy = -8.271 eV
ΔE to the lowest compared entry with this formula, charge and spin = 83.5 kJ/mol
Charge = 0
Orbital gap = 0.3132 Eh

These are the Löwdin partial charges, in e, on atoms 1 to 8:
1. C -0.041
2. C -0.351
3. N 0.137
4. N -0.030
5. C -0.219
6. C 0.040
7. H 0.103
8. N 0.139

***

# 2
A single C2H6NO2P molecule at a distorted geometry, computed with wB97M-V/def2-TZVPD.

Geometry as XYZ:
```
12
Properties=species:S:1:pos:R:3:forces:R:3
C 1.033 -0.821 -0.448 -3.49 5.08 -0.50
C 1.099 0.576 0.369 0.54 -2.85 2.38
N 1.481 1.688 -0.482 -0.57 0.17 -0.07
O 1.841 2.707 0.024 1.20 1.29 1.37
O 1.193 1.608 -1.637 -0.10 -0.33 -2.27
P -0.568 1.257 1.152 0.43 -2.91 0.28
H 0.729 -0.453 -1.454 0.03 -0.59 0.57
H 1.894 -1.303 -0.591 3.57 -1.79 0.08
H 0.238 -1.422 -0.097 -0.56 -0.75 0.67
H 1.825 0.464 1.271 -1.07 0.66 -1.79
H -1.303 0.139 0.501 0.28 1.11 0.68
H -0.388 0.444 2.418 -0.28 0.91 -1.39
```
Positions in Å, forces in eV/Å.

Calculated values
Highest occupied orbital energy = -10.588 eV
ΔE to the lowest compared entry with this formula, charge and spin = 475.2 kJ/mol
Charge = 0
Orbital gap = 0.3961 Eh

These are the Löwdin partial charges, in e, on atoms 1 to 8:
1. C -0.057
2. C -0.480
3. N -0.531
4. O 0.049
5. O 0.061
6. P 0.848
7. H 0.081
8. H 0.020

***

# 3
A molecular structure, C15H26BF2NRhS2Si2Te at a distorted geometry, computed with wB97M-V/def2-TZVPD.

Geometry as XYZ:
```
51
Properties=species:S:1:pos:R:3:forces:R:3
Rh -1.747 0.199 1.636 0.25 1.42 -0.08
S -2.809 2.328 1.987 -0.47 -0.79 0.27
C -3.473 1.730 0.502 -0.24 0.56 -0.06
N -3.023 0.572 0.107 -0.04 -0.57 0.49
C -3.651 0.096 -1.047 0.39 -0.19 0.23
C -3.412 -1.109 -1.692 0.06 -0.11 0.02
C -4.144 -1.394 -2.828 -0.01 0.00 0.01
C -5.095 -0.492 -3.317 0.02 0.00 0.02
C -5.321 0.716 -2.686 0.04 0.07 0.07
C -4.586 1.000 -1.538 -0.15 0.15 -0.05
S -4.668 2.412 -0.508 -0.15 0.09 -0.19
H -2.679 -1.802 -1.297 -0.02 -0.01 -0.02
H -3.984 -2.330 -3.346 0.00 0.01 0.01
H -5.665 -0.745 -4.200 0.03 0.01 -0.01
H -6.050 1.419 -3.066 0.00 -0.03 0.00
F -3.877 -1.183 2.993 -0.23 -0.09 0.19
B -2.715 -1.356 2.429 0.06 0.80 -0.57
F -2.176 -2.541 2.289 0.16 -0.25 0.07
C 2.644 -0.217 3.049 0.10 -0.19 0.09
Si 1.759 1.393 2.813 0.04 0.00 -0.18
C 2.711 2.813 3.517 0.07 0.14 0.23
C 0.090 1.239 3.666 0.01 0.32 0.05
C 1.496 1.785 0.989 -0.14 -0.07 0.14
Te 0.289 0.436 -0.137 0.42 -0.69 -0.44
C 1.748 -1.118 -0.279 0.07 -0.01 -0.25
Si 2.451 -1.245 -2.045 -0.12 0.07 0.23
C 2.990 0.444 -2.601 0.08 0.20 -0.05
C 3.907 -2.387 -1.989 0.14 -0.17 -0.06
C 1.050 -1.896 -3.077 -0.11 -0.10 -0.15
H 2.871 -0.335 4.112 0.01 -0.03 -0.04
H 3.593 -0.261 2.509 -0.03 0.00 0.01
H 2.033 -1.072 2.749 0.04 0.00 0.00
H 2.890 2.679 4.587 0.01 0.03 -0.05
H 2.181 3.760 3.383 0.04 -0.02 0.00
H 3.685 2.896 3.027 -0.04 0.02 0.02
H 0.198 0.830 4.673 -0.08 -0.07 -0.05
H -0.559 0.513 3.135 -0.13 -0.57 0.10
H -0.461 2.176 3.735 0.00 -0.01 -0.02
H 2.452 1.810 0.460 -0.05 0.05 -0.04
H 1.023 2.763 0.879 0.04 0.00 -0.06
H 1.252 -2.051 -0.006 0.04 0.06 0.11
H 2.512 -0.889 0.462 -0.06 -0.03 0.04
H 3.774 0.840 -1.948 -0.02 0.00 -0.04
H 2.172 1.167 -2.630 0.01 -0.02 -0.01
H 3.407 0.386 -3.610 0.00 0.02 0.04
H 4.686 -1.991 -1.332 -0.01 -0.03 -0.02
H 4.340 -2.494 -2.987 0.00 -0.02 0.05
H 3.637 -3.385 -1.636 0.02 0.04 0.00
H 0.138 -1.312 -2.923 0.01 0.00 -0.04
H 0.834 -2.936 -2.817 -0.02 0.03 -0.02
H 1.281 -1.862 -4.145 -0.01 -0.01 0.03
```
Positions in Å, forces in eV/Å.

Calculated values
Highest occupied orbital energy (spin up / spin down) = -11.201 / -11.203 eV
ΔE to the lowest compared entry with this formula, charge and spin = 111.6 kJ/mol
Charge = +1
Orbital gap (spin up / spin down) = 0.2329 / 0.2329 Eh

These are the Löwdin partial charges, in e, on atoms 1 to 8:
1. Rh 0.529
2. S 0.668
3. C -1.094
4. N -0.174
5. C -0.293
6. C -0.013
7. C -0.057
8. C -0.061

***

# 4
A single C14H15N5O2S2 molecule at a distorted geometry, computed with wB97M-V/def2-TZVPD.

Geometry as XYZ:
```
38
Properties=species:S:1:pos:R:3:forces:R:3
C 4.233 2.622 1.533 -0.14 0.13 -0.05
H 5.102 2.431 0.908 0.10 -0.04 -0.01
H 4.151 1.824 2.268 0.08 -0.04 0.10
H 4.379 3.564 2.055 0.07 0.05 0.10
C 2.969 2.686 0.675 0.15 0.10 0.19
C 2.749 1.409 -0.046 -0.23 -0.59 0.52
N 2.801 1.277 -1.321 0.27 1.49 0.00
N 2.589 0.039 -1.756 -0.27 -1.51 -0.72
C 2.366 -0.797 -0.797 0.06 0.40 0.87
N 2.089 -2.122 -1.009 0.47 -0.25 -0.15
C 1.604 -2.908 0.002 0.49 -0.22 -0.39
O 1.674 -2.582 1.162 0.01 -0.16 0.20
C 1.071 -4.255 -0.453 -0.60 0.02 0.19
H 0.923 -4.300 -1.530 0.11 0.02 0.02
H 1.736 -5.054 -0.123 0.00 0.05 -0.03
S -0.524 -4.577 0.368 0.20 -0.38 0.07
C -1.206 -3.000 0.114 0.30 0.07 -0.40
N -0.631 -2.100 -0.628 -0.28 -0.49 -0.05
C -1.419 -0.979 -0.515 -0.65 0.18 0.36
C -1.271 0.285 -1.064 -0.08 -0.26 0.15
C -2.227 1.237 -0.768 -0.16 0.35 -0.02
C -3.322 0.949 0.058 0.03 -0.26 0.07
C -3.480 -0.317 0.619 -0.12 0.18 0.01
C -2.520 -1.262 0.327 0.25 0.63 -0.43
N -2.356 -2.575 0.710 -0.03 -0.19 0.10
H -2.936 -3.107 1.335 0.05 0.05 -0.01
H -4.325 -0.519 1.256 -0.14 0.01 0.09
O -4.297 1.847 0.380 0.00 -0.26 0.10
C -4.219 3.151 -0.142 0.01 0.18 -0.07
H -5.093 3.673 0.246 0.08 0.01 -0.06
H -3.313 3.667 0.193 -0.03 -0.02 -0.03
H -4.255 3.152 -1.236 0.02 0.00 0.04
H -2.115 2.222 -1.189 -0.03 0.11 -0.02
H -0.433 0.518 -1.701 0.13 0.03 -0.08
H 1.937 -2.371 -1.976 -0.12 0.00 0.15
S 2.406 -0.100 0.799 0.13 0.55 -0.75
H 3.055 3.481 -0.067 -0.10 -0.05 0.00
H 2.106 2.890 1.313 -0.01 0.10 -0.06
```
Positions in Å, forces in eV/Å.

Calculated values
Highest occupied orbital energy = -7.837 eV
Charge = 0
Orbital gap = 0.3053 Eh

These are the Löwdin partial charges, in e, on atoms 1 to 8:
1. C -0.108
2. H 0.079
3. H 0.060
4. H 0.070
5. C -0.253
6. C -0.602
7. N -0.009
8. N 0.000

***

# 5
A molecular structure, C19H15CoN4S3 at a distorted geometry, computed with wB97M-V/def2-TZVPD.

Geometry as XYZ:
```
42
Properties=species:S:1:pos:R:3:forces:R:3
Co 0.525 -0.952 0.783 1.00 -0.63 0.30
N 1.012 1.083 4.567 0.02 0.34 -0.04
C 0.819 0.677 3.293 0.62 -1.53 -0.31
S 1.478 -0.873 2.893 0.13 -0.08 0.44
N 0.194 1.429 2.436 -0.86 1.92 0.40
N -0.096 0.877 1.261 -0.10 0.90 -1.05
C -0.532 1.605 0.248 0.55 -0.10 2.30
C -0.838 3.037 0.335 -0.12 0.35 0.07
C -1.599 3.505 1.404 -0.12 -0.10 -0.07
C -1.975 4.832 1.471 -0.06 0.10 -0.02
C -1.558 5.721 0.493 0.09 0.05 0.02
C -0.778 5.271 -0.562 -0.05 0.15 -0.06
C -0.433 3.935 -0.653 0.02 -0.16 0.20
C -0.785 0.859 -0.952 -0.07 -1.15 -1.30
C -1.619 1.316 -1.980 0.30 0.17 0.51
C -1.856 0.508 -3.065 0.27 -0.59 0.02
C -1.245 -0.747 -3.113 -0.25 0.46 -0.16
C -0.429 -1.136 -2.073 0.14 0.00 -0.01
N -0.195 -0.364 -1.014 -0.93 1.05 -0.95
H 1.668 0.535 5.100 -0.10 0.14 -0.04
H 0.917 2.059 4.795 -0.13 0.03 -0.05
H -1.911 2.809 2.164 -0.03 -0.04 0.10
H -2.608 5.173 2.279 0.04 0.02 0.08
H -1.823 6.767 0.560 -0.06 0.04 -0.03
H -0.453 5.966 -1.323 0.05 0.01 -0.03
H 0.165 3.589 -1.483 0.08 -0.06 -0.11
H -2.063 2.296 -1.895 -0.09 0.01 -0.01
H -2.511 0.836 -3.856 -0.05 0.02 -0.13
H -1.397 -1.399 -3.955 -0.01 -0.16 -0.11
H 0.076 -2.095 -2.093 -0.02 0.01 0.13
S 2.504 -1.832 -0.278 -0.55 -0.63 0.12
C 2.001 -3.479 -0.392 0.52 1.02 0.01
C 2.911 -4.386 -0.949 0.27 -0.77 -0.23
C 2.598 -5.714 -1.090 0.50 0.41 -0.13
C 1.346 -6.180 -0.689 -0.52 0.07 0.25
C 0.440 -5.312 -0.133 0.16 -0.65 -0.20
C 0.746 -3.958 0.041 -0.93 0.49 0.46
S -0.459 -2.977 0.801 0.21 -0.78 -0.22
H 3.872 -4.006 -1.255 0.15 -0.01 -0.07
H 3.320 -6.398 -1.506 0.11 -0.08 -0.09
H 1.095 -7.221 -0.808 -0.06 -0.15 -0.01
H -0.527 -5.655 0.195 -0.13 -0.09 0.04
```
Positions in Å, forces in eV/Å.

Calculated values
<S²> = 6.040
Spin multiplicity = 5
Highest occupied orbital energy (spin up / spin down) = -7.376 / -7.429 eV
Charge = 0
Orbital gap (spin up / spin down) = 0.2457 / 0.2039 Eh

These are the Löwdin partial charges, in e, on atoms 1 to 8:
1. Co 0.041
2. N 0.074
3. C -0.839
4. S 0.626
5. N -0.008
6. N -0.054
7. C -0.158
8. C -0.180

***

# 6
A gas-phase ion, C5H12NS (charge +1) at a distorted geometry, computed with wB97M-V/def2-TZVPD.

Geometry as XYZ:
```
19
Properties=species:S:1:pos:R:3:forces:R:3
S 0.609 1.945 1.472 0.69 1.07 0.39
N -0.648 0.870 0.848 0.30 -0.35 0.20
C -0.838 1.031 -0.630 0.60 -0.54 -1.33
C 0.347 0.474 -1.462 0.37 -0.59 -0.24
C 1.052 -0.775 -0.819 -1.33 0.83 0.83
C 0.025 -1.486 0.111 0.51 -0.01 0.02
C -0.512 -0.572 1.261 -0.50 -1.93 -0.76
H 1.650 1.140 1.851 -0.91 -0.30 -0.42
H -1.515 1.202 1.273 0.21 0.15 0.21
H -0.959 2.094 -0.877 -0.27 -0.34 0.39
H -1.733 0.448 -0.898 0.10 0.42 0.34
H -0.084 0.165 -2.430 0.08 0.20 0.36
H 1.089 1.248 -1.704 -0.31 -0.16 0.27
H 1.869 -0.403 -0.179 0.03 -0.39 -0.43
H 1.413 -1.479 -1.575 0.09 0.34 0.21
H 0.520 -2.355 0.574 -0.27 0.34 -0.01
H -0.822 -1.906 -0.456 0.31 0.34 0.06
H 0.073 -0.710 2.176 -0.08 0.62 -0.24
H -1.536 -0.929 1.464 0.38 0.32 0.16
```
Positions in Å, forces in eV/Å.

Calculated values
Highest occupied orbital energy = -14.766 eV
ΔE to the lowest compared entry with this formula, charge and spin = 122.4 kJ/mol
Charge = +1
Orbital gap = 0.4042 Eh

These are the Löwdin partial charges, in e, on atoms 1 to 8:
1. S 0.922
2. N -0.424
3. C -0.175
4. C -0.166
5. C -0.159
6. C -0.161
7. C -0.151
8. H -0.070